Formula: C16H31BCl2FLi2N5O11P
Source: the OMol25 dataset
Level of theory: wB97M-V/def2-TZVPD

Calculated values
Lowest unoccupied orbital energy, eV: -1.349
Spin multiplicity: 1
Charge: -1
HOMO level, eV: -3.215
Frontier orbital gap, Ha: 0.06860

Each line ends with the Mulliken charge.
Atoms and positions in Å:
C -1.293 -2.317 -4.505  -0.910
C -0.906 -3.526 -3.498  -0.149
O -0.302 -3.067 -2.255  -0.683
B -1.201 -2.257 -1.475  0.064
O -2.624 -2.629 -1.537  -0.445
C -0.805 -0.959 -0.582  1.711
C -0.751 0.284 -1.606  -0.521
N -0.565 1.150 -2.487  -0.478
C -1.969 -0.604 0.479  -0.461
C -2.282 -1.830 1.497  0.193
N -2.472 -2.983 1.842  -0.657
P 0.923 -1.039 0.226  -0.096
N 0.798 -1.244 1.980  -0.214
O 1.547 0.577 0.016  -0.260
H -2.368 -1.942 -4.347  0.274
H -0.580 -1.410 -4.389  0.246
H -1.239 -2.752 -5.577  0.337
H -0.088 -4.147 -4.041  0.291
H -1.801 -4.231 -3.368  0.165
H -3.154 -1.884 -1.915  0.361
H -1.615 0.274 1.133  0.264
H -2.910 -0.255 -0.097  0.589
H 1.420 -1.995 2.313  0.250
H 0.930 -0.363 2.497  -0.185
H 0.917 1.240 0.414  0.014
Cl 0.945 2.581 -2.135  -0.561
Li 0.603 1.644 2.475  0.788
F -2.842 1.047 -2.409  -0.823
C 3.574 2.650 -4.433  -0.601
C 3.901 2.047 -5.771  0.341
N 4.159 1.570 -6.830  -0.453
H 4.438 3.198 -4.053  0.263
H 2.731 3.336 -4.530  0.256
H 3.311 1.863 -3.724  0.172
C 5.639 2.098 5.464  -0.316
C 4.362 2.760 5.882  -0.300
O 3.400 2.172 5.019  -0.298
C 3.902 0.972 4.618  0.626
O 3.274 0.143 4.017  -0.524
O 5.203 0.833 4.986  -0.308
H 6.339 1.981 6.293  0.285
H 6.140 2.630 4.650  0.268
H 4.093 2.535 6.918  0.266
H 4.392 3.843 5.751  0.295
O -4.734 2.601 3.889  -0.624
C -4.816 1.602 4.574  0.547
O -4.502 0.394 4.050  -0.297
C -4.377 -0.805 4.819  -0.276
C -5.725 -1.471 5.009  -0.998
C -5.346 1.667 5.973  -0.806
H -3.865 -0.613 5.766  0.375
H -3.724 -1.471 4.246  0.164
H -6.415 -0.831 5.563  0.260
H -5.616 -2.415 5.553  0.366
H -6.191 -1.673 4.041  0.274
H -6.495 1.653 5.951  0.136
H -5.004 2.602 6.427  0.328
H -4.983 0.864 6.619  0.260
Li -2.063 -5.275 0.986  0.930
O -5.672 -2.474 -2.975  -0.601
H -6.370 -2.879 -2.446  0.303
H -4.903 -3.037 -2.819  0.301
Cl -7.699 1.722 4.929  -0.709
C 6.968 1.171 -9.015  -0.635
N 8.451 1.070 -9.025  0.836
O 8.938 -0.051 -8.997  -0.521
O 9.076 2.120 -9.060  -0.518
H 6.547 0.167 -8.984  0.294
H 6.681 1.737 -8.129  0.263
H 6.668 1.686 -9.928  0.269

***

Formula: C40H37BrCdCl5N4O2PS4
Source: the OMol25 dataset
Level of theory: wB97M-V/def2-TZVPD

Calculated values
Lowest unoccupied orbital energy (alpha / beta), eV: 1.559 / 1.556
Spin multiplicity: 2
Charge: -1
Energy relative to the best compared isomer or geometry (same formula, charge and spin), kJ/mol: 0.0
HOMO level (alpha / beta), eV: -3.078 / -5.420
Frontier orbital gap (alpha / beta), Ha: 0.17042 / 0.25638

Each line ends with the Mulliken charge.
Atoms and positions in Å:
Cd 0.464 0.196 0.188  0.553
C 0.146 5.467 4.808  -1.342
C 0.474 4.836 3.474  -0.136
O 0.159 3.445 3.562  -0.204
P 0.701 2.445 2.408  0.539
S -0.127 0.682 2.825  -0.573
S 0.531 3.230 0.627  -0.446
O 2.285 2.381 2.723  -0.254
C 2.749 1.904 3.993  -0.025
C 4.020 2.652 4.333  -1.370
H 0.357 6.537 4.779  0.398
H 0.739 5.016 5.604  0.303
H -0.909 5.327 5.046  0.303
H 1.532 4.962 3.227  0.276
H -0.110 5.279 2.664  0.318
H 2.932 0.834 3.910  0.171
H 1.982 2.057 4.757  0.406
H 4.790 2.455 3.587  0.262
H 4.392 2.335 5.309  0.401
H 3.836 3.727 4.361  0.302
Br 3.523 -2.581 -6.448  -0.225
C 2.371 -1.797 -5.150  -0.133
C 2.737 -1.800 -3.809  -0.833
C 1.889 -1.256 -2.868  0.225
C 0.665 -0.655 -3.220  0.128
C 0.328 -0.674 -4.593  -1.115
C 1.170 -1.236 -5.540  -0.751
N -0.115 -0.124 -2.219  1.650
C -1.191 0.591 -2.551  -0.693
C -2.045 1.170 -1.589  0.515
C -3.178 1.918 -1.997  -1.107
C -4.013 2.457 -1.059  -0.366
C -3.731 2.255 0.300  -1.059
C -2.601 1.532 0.626  -0.579
N -1.770 1.005 -0.271  0.611
H 3.681 -2.232 -3.502  0.578
H 2.169 -1.278 -1.823  0.037
H -0.613 -0.268 -4.935  0.249
H 0.883 -1.243 -6.584  0.396
H -1.445 0.798 -3.587  0.099
H -3.366 2.045 -3.056  0.420
H -4.879 3.034 -1.363  0.399
H -4.357 2.661 1.080  0.429
H -2.334 1.363 1.662  0.412
S -2.228 -1.904 0.086  -0.045
C -1.664 -2.768 -1.185  -0.336
N -2.404 -3.073 -2.276  0.330
C -2.016 -4.160 -3.161  -0.896
C -0.549 -4.062 -3.457  -0.539
N 0.198 -4.019 -2.209  0.610
C 1.508 -4.664 -2.273  -1.743
C 1.359 -6.162 -2.179  0.306
C 0.791 -6.733 -1.041  -0.359
C 0.641 -8.106 -0.950  -0.748
C 1.057 -8.926 -1.993  -0.371
C 1.623 -8.365 -3.126  -0.669
C 1.770 -6.986 -3.217  -0.111
C -0.211 -3.297 -1.159  0.479
S 0.742 -3.000 0.163  -0.125
C -3.785 -2.626 -2.424  -1.537
C -4.778 -3.724 -2.127  0.573
C -4.915 -4.227 -0.834  -0.048
C -5.805 -5.257 -0.575  -0.766
C -6.571 -5.797 -1.601  -0.355
C -6.442 -5.302 -2.888  -0.641
C -5.546 -4.272 -3.147  -0.292
H -2.589 -4.078 -4.085  0.517
H -2.256 -5.126 -2.702  0.283
H -0.321 -3.164 -4.038  -0.077
H -0.224 -4.937 -4.021  0.504
H 2.115 -4.276 -1.458  0.788
H 1.973 -4.385 -3.219  0.358
H 0.474 -6.089 -0.229  0.461
H 0.202 -8.541 -0.061  0.396
H 0.939 -10.000 -1.920  0.373
H 1.948 -8.997 -3.942  0.378
H 2.213 -6.545 -4.104  0.424
H -3.909 -2.292 -3.457  0.432
H -3.926 -1.773 -1.762  0.562
H -4.319 -3.800 -0.037  0.395
H -5.904 -5.637 0.433  0.395
H -7.266 -6.602 -1.395  0.367
H -7.036 -5.716 -3.693  0.366
H -5.446 -3.886 -4.155  0.339
Cl 2.516 1.973 -1.982  -0.135
C 3.402 1.072 -0.790  1.741
C 2.714 0.282 0.124  -2.538
C 3.505 -0.383 1.051  1.466
Cl 2.749 -1.439 2.215  -0.153
C 4.894 -0.263 1.106  -0.083
Cl 5.823 -1.080 2.315  -0.215
C 5.541 0.535 0.169  0.383
Cl 7.261 0.692 0.201  -0.219
C 4.791 1.200 -0.795  -0.171
Cl 5.599 2.174 -1.972  -0.226

***

Formula: C3H6O
Source: the OMol25 dataset
Level of theory: wB97M-V/def2-TZVPD

Calculated values
SMILES: OC1CC1
Lowest unoccupied orbital energy, eV: 1.073
Spin multiplicity: 1
Energy relative to the best compared isomer or geometry (same formula, charge and spin), kJ/mol: 173.6
HOMO level, eV: -10.091
Frontier orbital gap, Ha: 0.41026

Each line ends with the Mulliken charge.
Atoms and positions in Å:
O -1.214 -0.818 -0.959  -0.532
C -0.195 -0.586 0.045  0.134
C 0.873 0.396 -0.140  -0.616
C -0.227 0.733 0.809  -0.565
H -0.724 -1.216 -1.738  0.301
H 0.011 -1.526 0.662  0.286
H 0.716 0.950 -1.076  0.251
H 1.875 0.006 0.077  0.261
H -0.307 0.562 1.981  0.220
H -0.809 1.499 0.340  0.261

***

Formula: C23H23ClN4O2PbS7
Source: the OMol25 dataset
Level of theory: wB97M-V/def2-TZVPD

Calculated values
Lowest unoccupied orbital energy, eV: -1.168
Spin multiplicity: 1
Energy relative to the best compared isomer or geometry (same formula, charge and spin), kJ/mol: 9.3
HOMO level, eV: -6.711
Frontier orbital gap, Ha: 0.20372

Each line ends with the Mulliken charge.
Atoms and positions in Å:
Pb 0.976 0.910 -0.688  0.861
C -2.845 -3.830 -1.197  -0.724
C -3.074 -2.756 -0.121  -0.903
S -1.726 -1.603 0.216  0.123
C -0.487 -2.697 0.957  -0.640
C 0.386 -3.545 0.012  -0.814
S 1.066 -2.596 -1.373  0.120
C 0.692 -3.593 -2.847  -0.780
C -0.660 -4.294 -2.940  -0.915
S -2.138 -3.248 -2.772  -0.002
H -3.803 -4.289 -1.433  0.496
H -2.201 -4.618 -0.814  0.290
H -3.351 -3.246 0.814  0.385
H -3.905 -2.109 -0.407  0.358
H -0.996 -3.348 1.671  0.520
H 0.151 -2.021 1.530  0.080
H -0.173 -4.385 -0.387  0.246
H 1.224 -3.949 0.581  0.536
H 1.476 -4.340 -2.977  0.472
H 0.791 -2.871 -3.658  0.279
H -0.742 -5.102 -2.215  0.496
H -0.720 -4.758 -3.924  0.447
S 3.504 -0.041 -0.906  -0.372
S 4.601 1.676 -0.580  -0.122
S 3.758 2.999 -1.880  -0.118
S 1.913 3.361 -1.020  -0.379
O 0.868 1.564 7.101  -0.601
N 0.419 2.551 6.558  0.978
O 0.118 3.569 7.143  -0.587
C 0.286 2.533 5.075  -0.059
C -0.552 3.440 4.562  -0.745
C -0.814 3.489 3.162  1.079
C -1.694 4.434 2.608  -0.542
C -1.909 4.438 1.261  -0.986
C -1.243 3.483 0.481  -0.288
N -0.424 2.583 0.980  0.220
C -0.189 2.579 2.307  -0.817
C 0.757 1.618 2.857  -0.125
N 1.387 0.788 1.991  0.498
C 2.273 -0.067 2.455  -0.135
C 2.595 -0.156 3.812  -1.136
C 1.965 0.663 4.704  -0.624
C 1.001 1.585 4.246  0.788
H -1.044 4.134 5.230  0.537
H -2.184 5.150 3.259  0.439
H -2.571 5.155 0.795  0.407
H -1.380 3.457 -0.597  0.476
H 2.774 -0.679 1.709  0.397
H 3.348 -0.859 4.143  0.446
H 2.205 0.609 5.752  0.523
Cl -1.596 -1.568 -5.834  -0.193
C -0.660 -0.223 -5.270  0.042
C -0.149 0.698 -6.165  -0.248
C 0.612 1.743 -5.671  -0.682
C 0.835 1.822 -4.304  -0.202
N 0.328 0.932 -3.450  -0.014
C -0.410 -0.075 -3.917  -0.156
H -0.343 0.591 -7.225  0.433
H 1.037 2.483 -6.337  0.398
H 1.439 2.612 -3.867  0.212
H -0.803 -0.787 -3.191  0.329

***

no.,maximum force (eV Å⁻¹)
1,8.19
2,0.54
3,3.11
4,0.62